# 1
A 2-piece molecular cluster, C6H6O2S overall. Source: the Open Molecules 2025 dataset; level of theory: ωB97M-V/def2-TZVPD.

Each line ends with the natural charge from an NBO analysis.
Element x y z (Å)
C -0.65 0.12 1.20  -0.2109
C -1.73 0.57 0.45  -0.4298
C 0.45 1.04 -0.56  -0.3309
C 0.65 0.34 0.61  -0.3280
C 1.87 0.03 1.28  0.2723
C -0.59 -1.86 -1.17  0.2657
O 2.96 0.66 1.05  -0.5902
O -0.62 -1.12 -2.12  -0.5317
S -1.22 1.20 -1.08  0.4992
H -0.84 -0.34 2.19  0.2442
H -2.78 0.68 0.62  0.2414
H 1.00 1.42 -1.35  0.2246
H -1.34 -2.56 -1.11  0.1143
H 0.03 -1.60 -0.39  0.1321
H 2.80 1.43 0.36  0.4277

Summary:
highest occupied orbital energy: -8.15 eV
HOMO-LUMO gap: 7.98 eV


# 2
One molecule with the formula C6H6O2S. Source: the Open Molecules 2025 dataset; level of theory: ωB97M-V/def2-TZVPD.

Each line ends with the natural charge from an NBO analysis.
Element x y z (Å)
C 0.99 -0.44 1.55  -0.4933
C -0.15 0.27 1.88  0.2915
C -2.62 -1.23 0.14  0.6582
C -1.56 -0.48 0.08  0.0122
C 1.08 -1.10 0.29  -0.2913
C -0.87 0.28 -0.99  -0.6222
O -1.39 0.20 1.37  -0.4459
O -3.57 -1.92 0.41  -0.4334
S 2.68 -1.47 -0.14  0.1315
H 1.87 -0.07 2.10  0.1892
H -0.20 0.64 2.88  0.1975
H -0.48 -0.28 -1.77  0.2361
H -0.06 0.72 -0.43  0.2395
H -1.52 1.03 -1.35  0.2108
H 2.40 -2.04 -1.34  0.1196

Summary:
highest occupied orbital energy: -7.96 eV
HOMO-LUMO gap: 7.45 eV


# 3
One molecule with the formula C6H6O2S3. Source: the Open Molecules 2025 dataset; level of theory: ωB97M-V/def2-TZVPD.

Each line ends with the natural charge from an NBO analysis.
Element x y z (Å)
C 1.36 -0.43 2.59  -0.2858
C 0.35 0.41 2.33  -0.1740
C 1.75 -1.35 0.32  -0.1037
C -0.63 0.22 1.21  -0.4595
C 0.80 -0.80 -0.66  -0.5976
C 0.09 0.46 -0.13  -0.3618
O 3.26 0.81 0.14  -0.9334
O 3.76 -1.02 1.88  -0.8847
S 2.69 -1.09 3.15  0.9534
S 0.48 1.84 3.20  -0.0124
S 3.40 -0.64 0.26  1.4574
H -1.05 -0.78 1.23  0.2233
H -1.43 0.96 1.33  0.2471
H 1.30 -0.51 -1.60  0.2379
H 0.03 -1.56 -0.88  0.2226
H -0.64 0.78 -0.88  0.2264
H 0.83 1.26 -0.01  0.2449

Summary:
highest occupied orbital energy (alpha / beta): -8.59 / -8.37 eV
HOMO-LUMO gap (alpha / beta): 6.43 / 6.50 eV


# 4
One molecule with the formula C6H6O4. Source: the Open Molecules 2025 dataset; level of theory: ωB97M-V/def2-TZVPD.

Each line ends with the natural charge from an NBO analysis.
Element x y z (Å)
C 1.12 0.03 -0.78  -0.2251
C 1.26 -0.79 0.22  -0.1844
C -0.04 0.68 -1.25  0.0467
C -1.32 0.52 -0.95  0.3248
C -1.22 -0.70 1.33  0.1006
C 0.23 -1.03 1.32  0.3948
O -0.81 -1.99 1.21  -0.4464
O 0.25 1.53 -2.35  -0.7027
O -2.39 1.23 -1.23  -0.6582
O 0.96 -0.99 2.46  -0.6950
H 1.90 0.09 -1.45  0.1926
H 2.22 -1.24 0.51  0.2241
H -1.91 -0.49 2.06  0.1822
H 1.13 1.22 -2.69  0.4720
H -2.12 2.11 -1.36  0.4832
H 0.75 -0.18 2.96  0.4908

Summary:
highest occupied orbital energy (alpha / beta): -7.97 / -8.03 eV
HOMO-LUMO gap (alpha / beta): 8.36 / 8.10 eV